The following is a DFT calculation (the ωB97M-V functional and the def2-TZVPD basis) of a cluster of 15 separate species, C22H74N16O22 in total.

Values from the calculation:
Frontier orbital gap, eV: 8.9
HOMO energy, eV: -8.90

Element x y z (Å)
C (-0.744, -0.034, 0.189)
O (-1.598, 0.489, 0.909)
N (-0.951, -1.209, -0.481)
N (0.427, 0.530, -0.156)
H (-1.824, -1.634, -0.195)
H (-0.413, -1.602, -1.229)
H (0.568, 1.470, 0.193)
H (1.089, 0.213, -0.844)
C (3.982, -0.322, 2.293)
O (4.218, -1.511, 2.015)
N (4.661, 0.250, 3.324)
N (3.167, 0.514, 1.621)
H (4.758, 1.244, 3.469)
H (5.398, -0.318, 3.701)
H (2.529, 0.186, 0.918)
H (2.911, 1.281, 2.233)
C (-4.058, -0.771, -2.203)
O (-3.626, -1.850, -1.783)
N (-3.434, 0.420, -1.876)
N (-5.141, -0.614, -3.003)
H (-4.038, 1.219, -1.892)
H (-2.721, 0.269, -1.179)
H (-5.788, -1.346, -3.224)
H (-5.278, 0.355, -3.212)
C (4.050, -1.770, -1.764)
O (2.863, -1.945, -1.406)
N (5.088, -1.667, -0.908)
N (4.422, -1.902, -3.053)
H (6.002, -1.644, -1.312)
H (4.940, -1.756, 0.092)
H (3.739, -2.020, -3.780)
H (5.386, -1.865, -3.320)
C (1.020, 0.449, -3.588)
O (1.661, 1.194, -2.830)
N (1.210, -0.896, -3.574)
N (0.124, 0.851, -4.544)
H (0.710, -1.471, -4.233)
H (1.800, -1.409, -2.925)
H (0.258, 0.241, -5.334)
H (0.076, 1.858, -4.668)
C (-5.059, -4.152, 1.064)
O (-6.200, -3.812, 0.777)
N (-3.975, -3.778, 0.323)
N (-4.724, -4.807, 2.216)
H (-3.077, -4.219, 0.399)
H (-4.091, -3.093, -0.414)
H (-3.769, -5.091, 2.349)
H (-5.498, -5.220, 2.706)
C (-0.529, 0.937, 5.231)
O (-0.308, 1.342, 6.372)
N (0.380, 0.844, 4.230)
N (-1.796, 0.610, 4.825)
H (1.149, 1.495, 4.203)
H (0.170, 0.144, 3.535)
H (-2.540, 0.696, 5.497)
H (-1.972, 0.059, 4.004)
C (-0.845, -3.464, -3.826)
O (-1.493, -3.135, -4.807)
N (-1.210, -3.328, -2.516)
N (0.368, -4.100, -3.844)
H (-1.824, -2.567, -2.246)
H (-0.637, -3.850, -1.871)
H (0.867, -4.270, -4.698)
H (0.771, -4.339, -2.948)
C (-4.809, 0.206, 1.942)
C (-4.815, 1.366, 0.970)
O (-5.665, 2.403, 1.482)
O (-5.944, -0.631, 1.822)
H (-4.633, 0.634, 2.939)
H (-3.886, -0.378, 1.821)
H (-5.292, 0.951, 0.077)
H (-3.786, 1.676, 0.802)
H (-6.498, 2.329, 1.012)
H (-5.868, -1.254, 2.551)
C (-0.912, 3.846, -2.052)
C (-0.589, 4.493, -3.397)
O (-0.847, 3.661, -4.519)
O (-2.169, 3.237, -2.147)
H (-0.826, 4.639, -1.309)
H (-0.093, 3.141, -1.853)
H (0.427, 4.897, -3.475)
H (-1.232, 5.380, -3.473)
H (-0.694, 4.181, -5.311)
H (-2.110, 2.516, -2.785)
C (-2.084, 4.121, 1.386)
C (-0.889, 3.367, 1.873)
O (0.254, 3.189, 0.994)
O (-1.726, 5.445, 0.960)
H (-2.772, 4.267, 2.224)
H (-2.633, 3.693, 0.542)
H (-1.220, 2.367, 2.145)
H (-0.467, 3.883, 2.741)
H (0.257, 3.970, 0.426)
H (-2.434, 6.073, 1.101)
C (-0.589, -3.993, 1.868)
C (-0.755, -2.744, 2.758)
O (0.280, -1.797, 2.562)
O (-1.580, -4.944, 2.148)
H (0.403, -4.387, 2.131)
H (-0.493, -3.627, 0.847)
H (-0.822, -2.963, 3.830)
H (-1.770, -2.389, 2.538)
H (1.050, -2.262, 2.215)
H (-1.338, -5.595, 2.807)
C (3.612, 4.083, -2.250)
C (3.336, 3.952, -0.754)
O (4.328, 3.099, -0.131)
O (3.658, 2.863, -2.924)
H (4.628, 4.464, -2.382)
H (2.836, 4.757, -2.634)
H (2.386, 3.418, -0.617)
H (3.282, 4.869, -0.168)
H (4.608, 2.535, -0.865)
H (2.849, 2.297, -2.830)
C (2.756, 4.239, 3.001)
C (4.215, 4.247, 3.484)
O (5.035, 3.365, 2.711)
O (2.055, 3.025, 3.085)
H (2.907, 4.431, 1.925)
H (2.254, 5.195, 3.197)
H (4.392, 3.974, 4.522)
H (4.683, 5.206, 3.242)
H (5.015, 3.583, 1.764)
H (1.427, 3.090, 2.350)
C (1.591, -6.443, -0.625)
C (2.144, -5.068, -0.834)
O (1.209, -4.018, -0.919)
O (0.819, -6.820, -1.768)
H (0.889, -6.497, 0.209)
H (2.379, -7.176, -0.439)
H (2.683, -5.045, -1.798)
H (2.914, -4.808, -0.094)
H (1.695, -3.198, -1.114)
H (1.383, -6.962, -2.533)

=====

The following is a DFT calculation (the ωB97M-V functional and the def2-TZVPD basis) of a structure of composition C35H51Cl2CoN3O4SbSe2Si3.

Values from the calculation:
Frontier orbital gap (spin up / spin down), eV: 4.5 / 4.8
Charge: -2
HOMO energy (spin up / spin down), eV: -0.34 / -0.72
2S+1: 5
Expectation value of S²: 6.061

Element x y z (Å)
Co (10.881, 10.457, 13.035)
O (6.917, 8.798, 17.066)
C (7.782, 7.707, 16.827)
C (8.892, 8.163, 15.839)
C (9.874, 6.968, 15.886)
O (10.826, 6.936, 14.885)
C (9.516, 9.455, 16.362)
Se (11.061, 10.202, 15.380)
C (8.156, 8.315, 14.493)
Se (8.930, 8.982, 12.802)
H (6.156, 8.536, 17.567)
H (7.272, 6.827, 16.351)
H (8.259, 7.356, 17.770)
H (9.279, 6.048, 15.754)
H (10.324, 6.950, 16.877)
H (11.448, 7.699, 14.917)
H (9.899, 9.208, 17.359)
H (8.784, 10.269, 16.390)
H (7.235, 8.888, 14.662)
H (7.824, 7.309, 14.169)
C (9.369, 10.442, 7.131)
Si (9.216, 9.767, 8.883)
C (9.263, 7.849, 8.915)
C (7.505, 10.282, 9.529)
Sb (11.057, 10.771, 10.364)
Si (10.929, 13.184, 9.308)
C (9.141, 13.869, 8.982)
C (11.963, 13.232, 7.720)
C (11.681, 14.495, 10.429)
Si (13.022, 9.779, 9.038)
C (13.251, 8.080, 9.883)
C (12.716, 9.451, 7.187)
C (14.617, 10.829, 9.178)
H (9.075, 9.611, 6.463)
H (10.383, 10.672, 6.823)
H (8.718, 11.292, 6.967)
H (8.485, 7.438, 8.276)
H (9.062, 7.478, 9.910)
H (10.183, 7.395, 8.542)
H (6.754, 9.779, 8.907)
H (7.427, 11.348, 9.388)
H (7.315, 9.967, 10.550)
H (8.798, 13.698, 7.958)
H (9.161, 14.920, 9.194)
H (8.362, 13.410, 9.630)
H (11.708, 12.476, 6.949)
H (13.037, 13.222, 7.896)
H (11.756, 14.221, 7.286)
H (11.134, 14.617, 11.383)
H (11.629, 15.455, 9.881)
H (12.727, 14.264, 10.669)
H (12.869, 7.276, 9.252)
H (12.765, 8.034, 10.881)
H (14.312, 7.882, 10.053)
H (11.895, 8.774, 6.946)
H (13.635, 8.997, 6.821)
H (12.604, 10.399, 6.633)
H (14.468, 11.775, 9.707)
H (14.971, 10.991, 8.163)
H (15.349, 10.230, 9.693)
O (13.695, 12.300, 12.125)
C (13.891, 11.282, 12.786)
N (15.043, 10.903, 13.366)
C (15.121, 9.485, 13.728)
C (13.604, 9.150, 13.666)
O (13.165, 8.062, 14.064)
N (12.902, 10.246, 13.117)
C (15.731, 9.280, 15.107)
C (14.953, 8.888, 16.210)
C (15.510, 8.906, 17.472)
C (16.832, 9.346, 17.646)
C (17.619, 9.566, 16.530)
C (17.088, 9.500, 15.257)
C (15.911, 8.692, 12.664)
C (15.917, 7.277, 12.694)
C (16.730, 6.594, 11.779)
C (17.532, 7.271, 10.843)
C (17.493, 8.644, 10.835)
C (16.705, 9.354, 11.732)
H (15.881, 11.433, 13.214)
H (13.916, 8.568, 16.085)
H (14.925, 8.549, 18.339)
H (17.239, 9.464, 18.644)
H (18.647, 9.847, 16.649)
H (17.748, 9.653, 14.391)
H (15.309, 6.762, 13.434)
H (16.753, 5.493, 11.798)
H (18.200, 6.700, 10.203)
H (18.114, 9.153, 10.109)
H (16.686, 10.449, 11.642)
Cl (12.438, 13.778, 14.713)
C (10.847, 14.194, 14.278)
C (10.428, 15.460, 14.616)
C (9.134, 15.850, 14.323)
C (8.311, 14.985, 13.660)
C (8.736, 13.720, 13.297)
Cl (7.587, 12.750, 12.497)
C (10.033, 13.245, 13.553)
N (10.494, 12.097, 13.168)
H (11.140, 16.108, 15.120)
H (8.739, 16.782, 14.682)
H (7.290, 15.270, 13.430)

=====

The following is a DFT calculation (the ωB97M-V functional and the def2-TZVPD basis) of a structure of composition C26H18AuF6NSb.

Values from the calculation:
Frontier orbital gap (spin up / spin down), eV: 6.0 / 6.7
HOMO energy (spin up / spin down), eV: -6.94 / -9.29
2S+1: 4
Expectation value of S²: 3.797

Element x y z (Å)
Au (-0.992, -1.890, 0.428)
C (1.994, -1.362, 3.648)
C (3.064, -2.126, 3.202)
C (2.978, -2.795, 1.995)
C (1.814, -2.696, 1.237)
N (0.796, -1.959, 1.705)
C (0.864, -1.302, 2.858)
C (1.590, -3.353, -0.062)
C (2.539, -4.157, -0.695)
C (2.247, -4.744, -1.915)
C (1.011, -4.549, -2.514)
C (0.048, -3.754, -1.899)
C (0.365, -3.177, -0.693)
H (2.028, -0.824, 4.583)
H (3.965, -2.200, 3.795)
H (3.804, -3.392, 1.641)
H (-0.006, -0.720, 3.132)
H (3.508, -4.327, -0.244)
H (2.990, -5.362, -2.401)
H (0.789, -5.019, -3.463)
H (-0.923, -3.610, -2.355)
F (-1.785, -3.826, 1.454)
Sb (-3.631, -4.107, 0.832)
F (-2.905, -5.036, -0.633)
F (-3.757, -5.670, 1.852)
F (-5.364, -4.186, 0.139)
F (-4.164, -3.026, 2.278)
F (-3.254, -2.464, -0.153)
C (-0.822, 0.048, 0.025)
C (-0.683, 1.233, -0.218)
C (-0.518, 2.591, -0.501)
C (-1.651, 3.481, -0.296)
C (-1.475, 4.826, 0.061)
C (-2.567, 5.645, 0.283)
C (-3.856, 5.146, 0.152)
C (-4.045, 3.812, -0.186)
C (-2.958, 2.987, -0.401)
C (0.781, 3.045, -0.979)
C (1.944, 2.317, -0.680)
C (3.181, 2.734, -1.132)
C (3.295, 3.883, -1.906)
C (2.153, 4.604, -2.228)
C (0.913, 4.195, -1.773)
H (-0.476, 5.217, 0.196)
H (-2.412, 6.678, 0.568)
H (-4.709, 5.790, 0.322)
H (-5.047, 3.414, -0.282)
H (-3.109, 1.947, -0.662)
H (1.858, 1.424, -0.076)
H (4.065, 2.163, -0.879)
H (4.264, 4.209, -2.259)
H (2.229, 5.490, -2.846)
H (0.031, 4.753, -2.055)

=====

Q: Number 2 is which compound?
A: C35H51Cl2CoN3O4SbSe2Si3

=====

Q: What is the formula in the third record?
A: C26H18AuF6NSb